(1)
{"formula": "C24H26N3OPdS3Si", "method": "wB97M-V/def2-TZVPD", "total_energy_ha": -2781.677177, "total_charge": -1, "e_homo_ev": [-4.26, -4.56], "multiplicity": 3, "e_lumo_ev": [2.5, 1.5], "symbols": ["Pd", "C", "C", "N", "N", "C", "S", "S", "C", "C", "C", "C", "C", "C", "C", "C", "C", "C", "C", "C", "C", "O", "H", "H", "H", "H", "H", "H", "H", "H", "H", "H", "H", "H", "H", "H", "C", "Si", "C", "C", "C", "C", "C", "C", "N", "C", "S", "H", "H", "H", "H", "H", "H", "H", "H", "H", "H", "H", "H"], "positions_angstrom": [[0.35, -0.21, 0.31], [-1.96, -0.05, 2.84], [-0.74, 0.80, 2.59], [0.39, 0.17, 2.48], [1.53, 0.91, 2.79], [2.58, 0.71, 2.09], [2.75, -0.25, 0.66], [4.06, 1.55, 2.69], [3.61, 3.25, 2.16], [4.20, 3.62, 0.82], [3.49, 3.36, -0.35], [4.05, 3.67, -1.59], [5.31, 4.25, -1.67], [6.02, 4.51, -0.51], [5.47, 4.19, 0.73], [-0.84, 2.24, 2.43], [-1.62, 3.04, 3.26], [-1.69, 4.41, 3.09], [-0.99, 4.98, 2.01], [-0.26, 4.21, 1.14], [-0.16, 2.79, 1.29], [0.48, 2.09, 0.42], [-1.92, -0.45, 3.85], [-2.87, 0.53, 2.71], [-1.99, -0.90, 2.16], [2.53, 3.28, 2.15], [3.97, 3.92, 2.94], [2.52, 2.88, -0.29], [3.49, 3.45, -2.49], [5.74, 4.48, -2.64], [7.01, 4.95, -0.56], [6.02, 4.39, 1.64], [-2.14, 2.58, 4.09], [-2.27, 5.02, 3.77], [-1.04, 6.05, 1.86], [0.25, 4.65, 0.30], [-4.49, -4.63, -1.79], [-3.55, -4.19, -0.23], [-2.11, -5.36, -0.05], [-4.68, -4.46, 1.24], [-3.21, -2.34, -0.32], [-4.33, -1.51, -0.32], [-4.23, -0.13, -0.37], [-2.96, 0.41, -0.42], [-1.87, -0.34, -0.45], [-1.95, -1.69, -0.39], [-0.40, -2.48, -0.30], [-4.78, -5.68, -1.80], [-3.86, -4.44, -2.67], [-5.39, -4.02, -1.89], [-2.51, -6.38, 0.01], [-1.53, -5.14, 0.84], [-1.44, -5.30, -0.91], [-5.00, -5.50, 1.29], [-5.58, -3.84, 1.18], [-4.17, -4.21, 2.17], [-5.32, -1.96, -0.26], [-5.11, 0.51, -0.35], [-2.80, 1.48, -0.46]], "nbo_charge": [0.974, -0.671, 0.347, -0.368, -0.367, -0.067, -0.231, 0.199, -0.537, -0.040, -0.155, -0.212, -0.236, -0.221, -0.219, -0.286, -0.101, -0.330, -0.184, -0.313, 0.417, -0.781, 0.226, 0.217, 0.245, 0.256, 0.218, 0.249, 0.205, 0.200, 0.200, 0.200, 0.190, 0.198, 0.197, 0.212, -1.110, 1.652, -1.119, -1.110, -0.545, -0.135, -0.316, 0.069, -0.555, 0.098, -0.300, 0.226, 0.238, 0.228, 0.223, 0.256, 0.253, 0.227, 0.226, 0.239, 0.200, 0.214, 0.208]}



(2)
{"formula": "C24H26N5OS4W", "method": "wB97M-V/def2-TZVPD", "total_energy_ha": -2938.032757, "total_charge": 3, "e_homo_ev": [-17.19, -17.19], "multiplicity": 3, "e_lumo_ev": [-9.8, -10.1], "de_lowest_kcal_mol": 0.0, "symbols": ["W", "C", "C", "S", "C", "C", "S", "C", "C", "S", "C", "C", "S", "H", "H", "H", "H", "H", "H", "H", "H", "H", "H", "H", "H", "H", "H", "H", "H", "C", "C", "N", "C", "C", "C", "C", "C", "C", "C", "C", "C", "N", "C", "H", "H", "H", "H", "H", "H", "H", "H", "N", "C", "O", "C", "C", "N", "C", "N", "H", "H"], "positions_angstrom": [[0.29, 0.16, -0.27], [-0.48, -0.04, 3.40], [-1.28, -1.22, 2.76], [-0.09, -1.93, 1.58], [-0.66, -3.73, 1.12], [0.42, -4.66, 0.63], [1.04, -4.50, -1.06], [3.05, -2.30, -1.59], [3.33, -1.72, -0.17], [2.79, 0.10, 0.05], [2.87, 0.02, 1.87], [2.09, 1.07, 2.59], [0.30, 1.01, 2.12], [0.34, -0.30, 4.14], [-1.06, 0.64, 3.92], [-2.19, -0.89, 2.31], [-1.66, -2.05, 3.43], [-1.50, -3.57, 0.39], [-1.03, -4.10, 2.05], [-0.14, -5.61, 0.41], [1.22, -4.92, 1.28], [3.00, -1.70, -2.45], [3.86, -3.02, -1.75], [4.36, -1.66, 0.12], [2.58, -3.34, 0.89], [3.92, 0.11, 2.17], [2.37, -0.92, 2.10], [2.50, 2.05, 2.46], [2.03, 0.86, 3.73], [-4.26, 0.54, -0.15], [-2.96, 0.03, -0.23], [-1.83, 0.72, -0.47], [-2.00, 2.07, -0.66], [-3.28, 2.68, -0.62], [-4.41, 1.87, -0.39], [-3.33, 4.08, -0.83], [-2.23, 4.81, -1.07], [-0.90, 4.25, -1.06], [0.30, 5.01, -1.17], [1.47, 4.48, -0.99], [1.61, 3.08, -0.76], [0.49, 2.37, -0.65], [-0.77, 2.93, -0.79], [-5.14, -0.10, 0.09], [-2.84, -1.06, -0.26], [-5.38, 2.25, -0.49], [-4.39, 4.42, -0.79], [-2.40, 5.86, -1.31], [0.28, 6.07, -1.42], [2.39, 5.05, -0.88], [2.50, 2.56, -0.59], [0.71, -1.49, -3.85], [0.66, -0.96, -2.60], [0.58, 0.30, -2.40], [0.48, -1.79, -1.35], [-0.82, -2.45, -1.54], [-1.92, -2.76, -1.73], [1.66, -2.79, -0.97], [2.28, -2.53, 0.38], [0.50, -2.42, -4.02], [0.67, -0.92, -4.66]], "nbo_charge": [1.346, -0.499, -0.556, 0.331, -0.453, -0.588, 0.334, -0.429, -0.073, 0.295, -0.541, -0.496, 0.379, 0.268, 0.266, 0.238, 0.294, 0.270, 0.261, 0.302, 0.245, 0.224, 0.284, 0.264, 0.422, 0.281, 0.257, 0.262, 0.282, -0.229, 0.092, -0.562, 0.168, -0.069, -0.050, -0.149, -0.151, -0.064, -0.078, -0.220, 0.131, -0.531, 0.214, 0.282, 0.234, 0.255, 0.259, 0.264, 0.268, 0.266, 0.222, -0.707, 0.710, -0.627, -0.605, 0.255, -0.270, 0.037, -0.684, 0.429, 0.439]}



(3)
{"formula": "C24H27AsCl2O2PZr", "method": "wB97M-V/def2-TZVPD", "total_energy_ha": -4624.726602, "total_charge": 3, "e_homo_ev": [-16.90, -16.90], "e_lumo_ev": [-13.9, -13.8], "symbols": ["C", "C", "H", "H", "H", "O", "Cl", "Zr", "P", "C", "C", "H", "H", "H", "C", "H", "H", "H", "H", "H", "H", "C", "O", "Cl", "C", "C", "C", "C", "C", "C", "As", "C", "C", "C", "C", "C", "C", "C", "C", "C", "C", "C", "C", "H", "H", "H", "H", "H", "H", "H", "H", "H", "H", "H", "H", "H", "H", "H"], "positions_angstrom": [[-2.94, 2.57, -0.27], [-1.52, 2.30, -0.03], [-3.33, 3.31, 0.44], [-3.52, 1.63, -0.19], [-3.06, 2.94, -1.30], [-0.88, 2.51, 0.97], [-1.72, 0.72, -2.37], [0.52, 0.86, -1.36], [0.47, 3.35, -2.28], [1.71, 4.56, -1.71], [1.03, 3.04, -4.00], [-1.77, 3.83, -3.07], [-0.65, 5.23, -3.27], [-1.33, 4.84, -1.65], [-0.97, 4.41, -2.60], [0.49, 2.19, -4.43], [0.84, 3.94, -4.59], [1.72, 5.41, -2.40], [2.69, 4.09, -1.67], [2.10, 2.80, -4.01], [1.44, 4.89, -0.70], [1.71, 1.95, 0.10], [2.35, 2.51, 0.91], [2.15, -0.01, -2.77], [3.92, -4.04, 0.89], [3.47, -3.63, -0.38], [2.36, -2.79, -0.48], [1.68, -2.38, 0.68], [2.11, -2.81, 1.95], [3.24, -3.63, 2.04], [0.21, -1.09, 0.47], [-1.25, -2.29, -0.08], [-2.56, -1.78, -0.15], [-3.54, -2.49, -0.86], [-3.23, -3.71, -1.47], [-1.93, -4.23, -1.36], [-0.95, -3.54, -0.65], [-0.12, -0.65, 2.35], [-1.34, -0.94, 2.98], [-1.56, -0.49, 4.28], [-0.56, 0.22, 4.97], [0.66, 0.50, 4.34], [0.88, 0.07, 3.03], [4.80, -4.69, 0.96], [3.99, -3.95, -1.28], [2.02, -2.44, -1.45], [1.58, -2.49, 2.85], [3.60, -3.95, 3.03], [-2.80, -0.83, 0.32], [-4.55, -2.08, -0.93], [-3.99, -4.25, -2.04], [-1.68, -5.19, -1.83], [0.05, -3.95, -0.54], [-2.10, -1.51, 2.45], [-2.51, -0.70, 4.78], [-0.73, 0.57, 5.99], [1.45, 1.04, 4.87], [1.83, 0.27, 2.54]], "nbo_charge": [-0.766, 0.809, 0.335, 0.341, 0.313, -0.262, -0.271, 1.163, 0.898, -0.943, -0.913, 0.265, 0.298, 0.251, -0.924, 0.269, 0.290, 0.296, 0.267, 0.277, 0.261, 0.450, -0.260, -0.174, -0.148, -0.178, -0.272, -0.218, -0.242, -0.176, 0.861, -0.212, -0.263, -0.198, -0.144, -0.164, -0.239, -0.346, -0.161, -0.198, -0.151, -0.174, -0.256, 0.256, 0.248, 0.206, 0.240, 0.255, 0.191, 0.244, 0.258, 0.257, 0.248, 0.229, 0.254, 0.258, 0.251, 0.214]}